# 1
{
  "formula": "C15H32N4O6S2Sr",
  "method": "ωB97M-V/def2-TZVPD",
  "elements": ["Sr", "O", "C", "C", "N", "C", "C", "O", "O", "C", "C", "O", "O", "H", "H", "H", "H", "H", "H", "H", "H", "H", "N", "C", "C", "N", "C", "C", "N", "H", "H", "H", "H", "H", "H", "H", "H", "H", "H", "H", "H", "H", "C", "C", "S", "C", "C", "S", "H", "H", "H", "H", "H", "H", "C", "O", "H", "H", "H", "H"],
  "coordinates": [[0.215, 1.301, 0.028], [-0.513, -0.605, -2.004], [-0.089, -0.107, -3.265], [-0.707, 1.254, -3.551], [-0.326, 2.210, -2.513], [0.804, 3.045, -2.933], [1.343, 3.942, -1.787], [1.524, 5.136, -2.054], [1.555, 3.351, -0.685], [-1.449, 3.001, -2.007], [-2.590, 2.121, -1.476], [-3.744, 2.513, -1.650], [-2.227, 1.051, -0.877], [-1.354, -0.147, -1.752], [-0.371, -0.818, -4.054], [0.998, -0.032, -3.239], [-1.796, 1.144, -3.571], [-0.406, 1.608, -4.546], [0.514, 3.687, -3.776], [1.613, 2.382, -3.249], [-1.857, 3.700, -2.747], [-1.072, 3.589, -1.161], [-0.421, -3.206, -0.264], [-1.506, -4.030, 0.233], [-2.844, -3.322, 0.513], [-2.886, -2.199, 1.424], [-2.756, -2.439, 2.848], [-1.432, -3.002, 3.393], [-0.316, -2.353, 2.746], [-0.705, -2.606, -1.031], [-0.085, -2.612, 0.492], [-1.152, -4.532, 1.136], [-1.724, -4.824, -0.497], [-3.559, -4.075, 0.874], [-3.230, -2.959, -0.448], [-2.276, -1.446, 1.131], [-3.571, -3.103, 3.164], [-2.927, -1.475, 3.335], [-1.375, -4.081, 3.205], [-1.466, -2.882, 4.491], [0.592, -2.651, 3.073], [-0.347, -1.334, 2.820], [3.628, 1.688, 2.077], [2.247, 1.042, 2.116], [2.148, -0.488, 1.213], [1.232, 1.676, 2.748], [1.490, 3.014, 3.421], [-0.483, 1.209, 2.833], [4.310, 1.049, 1.523], [4.041, 1.830, 3.081], [3.593, 2.664, 1.584], [2.536, 3.166, 3.688], [0.880, 3.088, 4.321], [1.196, 3.835, 2.759], [2.826, -1.633, -2.038], [2.948, -0.231, -1.883], [3.746, -2.154, -1.747], [2.639, -1.835, -3.096], [1.994, -2.038, -1.456], [2.952, -0.076, -0.913]],
  "forces_ev_per_a": [[0.131, -0.045, -0.193], [-0.043, 0.024, 0.019], [-0.117, -0.010, -0.051], [0.000, -0.113, 0.131], [0.083, 0.149, 0.067], [-0.206, 0.036, 0.155], [0.004, 0.098, -0.108], [0.091, -0.110, 0.007], [-0.358, -0.286, 0.079], [0.162, 0.011, -0.124], [-0.425, -0.083, 0.036], [0.101, 0.009, -0.042], [0.145, 0.053, 0.070], [0.172, -0.010, 0.043], [0.001, 0.043, -0.052], [0.044, 0.021, 0.014], [0.015, 0.040, 0.014], [0.024, -0.014, -0.026], [0.047, 0.038, -0.024], [0.028, -0.006, -0.008], [0.047, 0.028, -0.024], [-0.086, 0.177, -0.099], [0.024, -0.033, -0.010], [0.004, 0.021, 0.020], [-0.040, 0.025, -0.004], [0.060, -0.070, 0.128], [-0.036, 0.049, -0.007], [-0.010, -0.017, -0.015], [0.032, 0.047, -0.061], [-0.004, 0.012, 0.020], [-0.002, 0.002, 0.008], [0.001, 0.006, -0.002], [0.011, 0.004, 0.001], [-0.015, 0.021, 0.002], [0.003, -0.022, -0.014], [0.002, -0.004, -0.057], [-0.013, 0.000, -0.002], [0.009, -0.002, -0.010], [0.004, 0.001, -0.011], [-0.007, 0.006, -0.009], [-0.015, -0.007, 0.029], [0.044, -0.027, -0.004], [-0.043, -0.029, 0.006], [0.307, -0.063, -0.170], [-0.085, -0.026, 0.121], [-0.196, 0.251, 0.227], [0.010, -0.051, -0.032], [0.115, -0.160, -0.077], [0.001, 0.011, -0.011], [0.004, 0.003, -0.001], [0.021, -0.005, 0.004], [-0.001, 0.009, 0.019], [-0.009, 0.015, 0.005], [-0.009, -0.005, 0.004], [-0.068, 0.059, -0.050], [0.128, -0.031, 0.015], [0.002, -0.015, 0.015], [0.000, -0.012, 0.019], [0.006, -0.022, 0.003], [-0.096, 0.007, 0.018]],
  "total_charge": -2,
  "e_above_lowest_kj_mol": 52.0,
  "homo_lumo_gap_ha": 0.2220
}

---

# 2
{
  "formula": "C15H32O13",
  "method": "ωB97M-V/def2-TZVPD",
  "elements": ["O", "H", "H", "C", "C", "C", "O", "C", "O", "O", "H", "H", "H", "H", "H", "H", "C", "C", "C", "O", "C", "O", "O", "H", "H", "H", "H", "H", "H", "C", "C", "C", "O", "C", "O", "O", "H", "H", "H", "H", "H", "H", "C", "O", "H", "H", "H", "H", "C", "O", "H", "H", "H", "H", "C", "O", "H", "H", "H", "H"],
  "coordinates": [[1.588, -1.323, -4.199], [1.513, -0.372, -4.127], [0.917, -1.662, -3.607], [0.281, 4.455, 2.165], [-0.013, 3.711, 3.413], [0.152, 2.262, 3.084], [1.045, 1.965, 4.076], [1.450, 2.988, 4.895], [2.120, 3.030, 5.912], [0.964, 4.125, 4.352], [-0.276, 4.045, 1.322], [1.362, 4.362, 2.058], [-0.087, 5.466, 2.337], [-1.007, 3.844, 3.840], [0.566, 1.970, 2.118], [-0.777, 1.709, 3.225], [-4.636, 1.419, 2.304], [-3.933, 0.131, 2.227], [-3.979, -0.581, 0.784], [-2.606, -1.005, 0.658], [-1.871, -0.301, 1.478], [-0.682, -0.212, 1.338], [-2.557, 0.319, 2.465], [-5.651, 1.464, 1.909], [-4.110, 2.120, 1.656], [-4.615, 1.956, 3.252], [-4.263, -0.581, 2.984], [-4.190, -0.030, -0.133], [-4.604, -1.472, 0.848], [3.608, -3.875, -1.569], [2.075, -3.893, -1.505], [1.259, -4.822, -2.312], [0.625, -5.627, -1.331], [0.860, -5.236, -0.114], [0.474, -5.826, 0.910], [1.633, -4.138, -0.158], [3.952, -2.967, -1.075], [3.954, -3.672, -2.583], [3.967, -4.748, -1.024], [1.703, -2.890, -1.714], [1.972, -5.371, -2.927], [0.635, -4.218, -2.970], [1.322, 0.330, -1.155], [2.055, 0.752, -2.260], [0.908, 1.142, -0.558], [0.605, -0.447, -1.417], [2.008, -0.166, -0.468], [2.040, 1.708, -2.170], [-1.603, -2.822, -2.136], [-0.911, -1.901, -3.019], [-1.079, -3.003, -1.197], [-2.606, -2.499, -1.858], [-1.777, -3.788, -2.610], [-1.484, -1.727, -3.770], [2.163, 4.506, -1.763], [1.803, 3.486, -2.659], [2.702, 4.011, -0.955], [2.826, 5.283, -2.143], [1.354, 5.069, -1.299], [0.860, 3.543, -2.828]],
  "forces_ev_per_a": [[0.318, -0.449, -0.571], [0.218, 0.317, 0.335], [-0.405, 0.002, 0.160], [-1.049, 1.248, -0.026], [-1.235, 1.027, -1.782], [-0.482, 0.048, 0.612], [3.099, -2.550, 3.671], [0.644, 0.871, 0.960], [-1.280, -1.390, -2.443], [-0.533, -0.717, 0.249], [0.190, -0.063, -0.106], [-0.112, 0.381, -0.508], [0.643, 0.402, -0.513], [0.004, 0.491, -0.001], [0.079, 0.382, -0.067], [0.130, -0.073, 0.008], [-0.326, 2.231, -0.590], [-0.935, -1.309, -0.941], [0.498, -0.449, 1.489], [-1.609, -0.415, -0.520], [2.889, 0.602, 0.357], [-0.435, 0.064, 0.483], [0.456, -0.148, -0.807], [-0.123, -0.594, 0.228], [0.219, 0.031, -0.300], [-0.061, -0.623, 0.354], [-0.286, -0.106, -0.121], [-0.350, 0.536, 0.466], [-0.011, 0.108, -0.179], [-1.045, 0.564, 0.336], [0.559, 2.683, 1.060], [1.265, -0.261, -0.732], [-1.432, -1.571, -2.419], [-0.008, -0.881, 3.852], [0.984, 2.009, -3.025], [0.213, -0.164, 0.979], [-0.087, -0.155, 0.499], [0.003, -0.868, -0.181], [0.478, -0.061, -0.547], [0.348, 0.256, -0.026], [-0.542, -0.751, -0.094], [-0.748, -0.678, 0.213], [0.511, -1.339, 1.233], [-0.092, 0.636, -0.521], [-0.504, 0.064, -0.287], [-0.444, 0.380, -0.082], [0.101, -0.180, 0.323], [0.420, 0.419, -0.727], [-0.490, -0.206, -0.388], [-0.430, -0.722, 1.160], [0.435, 0.422, -0.273], [0.037, 0.556, -0.027], [0.353, -0.137, -0.213], [0.004, -0.027, -0.102], [0.711, 0.414, 1.397], [-0.477, 0.208, -0.444], [0.102, 0.175, 0.193], [0.101, -0.286, -0.680], [-0.474, -0.347, -0.167], [-0.004, -0.003, -0.208]],
  "smiles": "C[C@H]1COC(=O)O1.C[C@H]1COC(=O)O1.C[C@H]1COC(=O)O1.CO.CO.CO.O",
  "homo_lumo_gap_ha": 0.3594
}

---

# 3
{
  "formula": "C15H33B2N4O3S",
  "method": "ωB97M-V/def2-TZVPD",
  "elements": ["C", "C", "N", "B", "C", "C", "C", "C", "C", "C", "C", "S", "C", "N", "N", "C", "O", "B", "O", "N", "C", "C", "H", "H", "H", "H", "H", "H", "H", "H", "H", "H", "H", "H", "H", "H", "H", "H", "H", "H", "H", "H", "H", "H", "H", "H", "H", "H", "H", "H", "C", "C", "O", "H", "H", "H", "H", "H"],
  "coordinates": [[5.132, -1.377, -0.203], [3.783, -2.292, -0.205], [3.046, -2.221, -1.516], [1.898, -1.239, -1.417], [0.410, -1.614, -0.874], [0.088, -3.187, -0.799], [-1.444, -3.365, -1.332], [-2.517, -2.614, -0.405], [-3.050, -1.211, -0.979], [-3.276, -0.111, 0.198], [-1.924, 0.708, 0.516], [-1.259, 0.254, 2.219], [0.052, 1.551, 2.490], [-0.063, 2.889, 2.978], [1.230, 3.340, 2.903], [2.151, 2.359, 2.399], [1.371, 1.197, 2.142], [2.124, 0.367, -1.881], [2.457, 1.309, -0.838], [1.937, 0.789, -3.311], [0.636, 1.552, -3.331], [3.083, 1.636, -3.782], [5.130, -0.646, -1.088], [6.040, -2.067, -0.298], [5.180, -0.774, 0.771], [3.113, -2.015, 0.691], [4.091, -3.388, -0.022], [3.707, -1.823, -2.207], [-0.326, -1.152, -1.639], [0.204, -1.104, 0.127], [0.044, -3.456, 0.325], [0.831, -3.834, -1.367], [-1.686, -4.478, -1.381], [-1.432, -2.925, -2.401], [-3.429, -3.309, -0.332], [-2.135, -2.492, 0.676], [-4.107, -1.392, -1.413], [-2.438, -0.790, -1.852], [-3.601, -0.608, 1.178], [-4.064, 0.643, -0.145], [-1.141, 0.533, -0.304], [-2.129, 1.843, 0.501], [3.265, 2.495, 2.221], [2.545, 0.769, -0.022], [-0.186, 0.995, -2.742], [0.730, 2.586, -2.844], [0.302, 1.628, -4.432], [3.652, 1.013, -4.564], [3.841, 1.876, -2.951], [2.675, 2.618, -4.195], [-4.682, 2.517, 4.992], [-3.939, 2.616, 3.642], [-4.771, 2.186, 2.687], [-4.974, 1.486, 5.221], [-4.029, 2.862, 5.808], [-5.581, 3.143, 5.007], [-2.988, 2.061, 3.794], [-3.574, 3.664, 3.587]],
  "forces_ev_per_a": [[-0.550, -0.334, 0.149], [0.784, -0.699, 0.590], [-0.266, 1.598, 0.401], [-0.436, -0.720, 0.147], [0.351, -0.847, -0.379], [-1.732, 0.804, 0.888], [1.103, -0.014, 0.053], [-0.236, -0.309, -0.341], [-1.223, 0.164, 0.690], [0.830, -0.010, -0.385], [-0.178, 1.238, -1.020], [1.145, 1.652, -0.608], [-0.338, 1.968, 0.375], [2.796, -5.358, -2.369], [3.451, -2.269, -1.404], [-5.519, 2.093, 1.720], [-0.096, 2.459, 0.754], [0.139, 0.845, 0.473], [-0.092, -1.770, -1.107], [0.023, 1.293, 1.566], [-0.608, -0.021, -0.380], [0.514, -0.171, -0.282], [-0.043, -1.018, 1.321], [-1.196, 1.160, 0.206], [0.170, -0.877, -1.432], [0.840, -0.279, -1.466], [-0.409, 1.653, -0.188], [-0.384, -0.509, 0.639], [1.170, -0.493, 1.185], [0.161, -0.583, -1.218], [0.420, 0.044, -1.776], [-0.967, 0.889, 0.760], [0.246, 1.430, -0.058], [-0.353, -0.793, 1.563], [1.291, 1.046, 0.016], [-0.336, -0.113, -1.687], [1.666, 0.210, 0.533], [-0.636, -0.585, 1.399], [0.051, 0.712, -1.535], [1.074, -1.083, 0.831], [-1.004, 0.026, 1.362], [0.132, -1.839, 0.392], [-1.949, -0.590, 0.218], [-0.214, 0.788, -0.535], [1.303, 0.688, -0.961], [-0.140, -1.277, -0.781], [0.334, 0.112, 1.746], [-0.805, 1.297, 0.857], [-1.189, -0.205, -1.070], [0.825, -1.289, 0.303], [0.534, 0.304, 0.780], [-1.153, -0.297, 0.927], [0.465, -0.163, -1.209], [0.002, 0.029, -0.226], [0.004, 0.031, 0.228], [0.040, -0.076, -0.208], [0.250, -0.394, -0.142], [-0.062, 0.448, -0.308]],
  "total_charge": -1,
  "homo_lumo_gap_ha": 0.1570
}

---

| no. | highest occupied orbital energy (eV) |
| --- | --- |
| 1 | -1.19 |
| 2 | -9.80 |
| 3 | -2.22 |